11
Properties=species:S:1:pos:R:3:nbo_charge:R:1 method="wB97M-V/def2-TZVPD" de_lowest_kcal_mol=21.6 multiplicity=1 e_tot_ev=-46080.6036 total_charge=+1 lumo_energy_ev=-12.379 e_homo_ev=-15.34
Al 2.57 1.49 -0.44 1.2974
N 0.12 0.10 0.10 -0.9189
S -0.89 0.17 1.23 2.3820
O -1.02 -0.88 2.20 -0.7001
O -2.13 0.83 0.88 -0.6306
F -0.16 1.35 2.00 -0.4759
S -0.53 -1.34 -0.56 2.3357
O -1.93 -1.49 -0.84 -0.6945
O 0.24 -2.51 -0.22 -0.7386
F 0.08 -1.07 -1.99 -0.4674
F 3.65 3.37 -2.35 -0.3889